DFT (ωB97M-V/def2-TZVPD) results for a cluster of 4 separate species, C33H66BF6N4O16P4 in total.

```
130
C33H66BF6N4O16P4, DFT ωB97M-V/def2-TZVPD
P -0.38793 -3.00252 0.59432
P -6.30445 4.77436 1.05071
P 6.83530 -8.57239 -0.52124
P -0.23545 6.40758 -3.81520
F 4.64546 -3.42854 -0.03673
F 4.63130 -1.24966 1.09414
F 1.10386 -0.95356 3.66202
F 4.36389 -2.66558 2.68813
F 2.62175 -2.81469 -0.35253
F 3.11841 -4.35232 1.12408
O -5.33767 3.66992 0.36580
O -7.66571 4.66484 0.50167
O 8.42370 -8.30510 -0.57744
O -1.59964 6.15048 -3.31219
O 1.36898 2.74210 0.56169
O 0.63273 -3.37958 5.55556
O 0.64006 7.15420 -2.68274
O 6.64383 -7.73390 0.86640
O -6.41168 4.18520 2.56498
O 5.60606 -8.31149 -1.29233
O -0.46445 -2.53677 -0.81315
O -0.39788 7.64681 -4.84335
O 0.95496 5.71580 -4.65825
O 2.28070 1.72571 -1.36845
O -5.18638 5.86608 1.44654
O 6.83297 -10.06888 0.06106
N 2.80629 0.78892 0.91708
N -4.21778 -1.81782 2.13490
N 2.62510 -1.30072 2.06745
N 0.95995 -0.58613 0.70169
C 3.75040 -2.10939 1.65308
C 2.09847 5.44732 -1.71925
C 0.37166 -3.21017 4.42007
C 0.66674 4.52363 -5.42843
C -4.62326 -2.77009 3.03051
C -1.86516 -0.31432 1.00537
C -6.59125 7.48592 2.66013
C -5.07408 3.78240 -1.04132
C 1.40703 -1.86936 2.62002
C 8.94335 -7.34883 -1.53266
C 1.48495 -3.18144 3.37259
C 3.48680 -3.20514 0.57464
C -0.33766 4.78269 -6.53318
C 0.28130 -1.56207 1.56777
C 8.44069 -5.94305 -1.26915
C 4.38843 -7.51803 1.72500
C -7.68404 3.89729 3.15672
C -4.17862 4.95738 -1.38664
C 2.18665 -0.30693 1.20134
C -8.08638 2.45020 2.96693
C -2.14217 9.27711 -4.37774
C -4.64108 -3.66491 0.96654
C -5.57884 7.25930 1.55559
C -3.83581 -0.48471 2.59913
C 5.55687 -6.83752 1.03797
C 8.24558 -11.33722 -1.50336
C -3.11723 0.35773 1.57328
C -0.94645 -0.82150 2.11029
C -4.87779 -3.92946 2.33249
C -1.68337 8.12608 -5.24891
C -4.24594 -2.34636 0.87191
C 1.00759 6.48189 -1.48017
C 6.88597 -11.17844 -0.84788
B 2.14981 1.79062 -0.04051
H -7.58446 4.11601 4.22104
H 6.10277 -11.07043 -1.60303
H -0.45388 3.89600 -7.15588
H 0.48376 -4.10094 0.67716
H 8.63611 -5.65353 -0.23721
H 5.91825 -6.01410 1.66090
H 0.89526 -0.76446 -0.30414
H -7.44767 1.79685 3.56423
H 4.14210 -8.46995 1.25700
H 9.03587 -11.34646 -0.75404
H 1.32141 -4.05867 2.75245
H -2.41495 7.31860 -5.24839
H -4.69193 5.90313 -1.20058
H -3.96806 -1.77752 0.00933
H -4.59344 2.84953 -1.33590
H -0.67319 -3.10529 4.09367
H -6.22891 7.07886 3.60323
H 4.63585 -7.73169 2.76568
H -4.73928 0.03456 2.90018
H -3.89420 4.93332 -2.43772
H 2.46826 5.04256 -0.77619
H -1.53343 10.16192 -4.56573
H -7.98104 2.14493 1.92613
H -3.74648 0.63435 0.73539
H 8.92945 -5.23488 -1.93798
H -7.54202 6.99447 2.43557
H 8.28439 -12.26353 -2.07610
H -3.18411 9.52482 -4.58337
H -4.72649 -4.32782 0.12745
H -6.02082 3.85180 -1.58370
H -3.24776 -0.59739 3.50416
H -5.21198 -4.87581 2.71135
H -4.72456 -2.62710 4.08834
H -2.11583 -1.09088 0.29662
H 8.68145 -7.66635 -2.54467
H 1.72325 4.61128 -2.31755
H -2.81693 1.27724 2.07078
H 0.30633 3.73598 -4.75981
H 0.82519 2.24414 1.18916
H -6.78564 8.55094 2.78229
H 8.45403 -10.51126 -2.18763
H 3.71141 0.92400 1.34996
H -0.67010 0.04316 2.70651
H -0.01527 5.61589 -7.15549
H -3.27540 4.95362 -0.77710
H -8.44912 4.56477 2.76315
H 1.61485 4.19244 -5.84619
H 0.12435 6.02971 -1.01745
H -1.57850 8.46138 -6.28150
H -5.97437 7.60080 0.59633
H 1.37830 7.24808 -0.80138
H 2.92758 5.89117 -2.26784
H -1.68015 -3.27291 1.08726
H 10.02661 -7.38731 -1.44571
H -4.66750 7.81893 1.75341
H -1.50933 -1.46234 2.78360
H 5.25683 -6.40529 0.08219
H 3.50080 -6.88231 1.70456
H 2.40182 -3.29674 3.93413
H -9.12082 2.29348 3.27318
H -1.31994 5.03925 -6.12644
H 1.43999 1.97416 -1.77419
H 6.65505 -12.06254 -0.25690
H -1.34306 0.44613 0.42786
H 7.36120 -5.87042 -1.43167
H -2.04131 9.03664 -3.31956
```

Results
- calculated total energy (hartree) = -4709.464605
- HOMO-LUMO gap (eV) = 6.59
- LUMO level (eV) = -3.98
- HOMO (eV) = -10.572
- total charge = +1


DFT (ωB97M-V/def2-TZVPD) results for a cluster of 3 separate species, C33H66BFNO14P3 in total.

```
119
C33H66BFNO14P3, DFT ωB97M-V/def2-TZVPD
P 3.79817 -1.78951 -0.94012
P 8.35390 1.39744 5.40031
P -4.13428 -0.39557 -1.48650
F -7.90162 -1.72305 -1.96928
O -6.21594 2.31070 2.91855
O 5.49111 -1.71291 -0.66417
O 2.29613 -1.96270 -1.17871
O 4.13054 -1.20419 -2.46021
O 7.02771 0.72932 5.01237
O -1.08578 -4.46605 -2.28090
O 9.83916 2.15154 5.81710
O -4.27303 -0.22156 2.49814
O -5.85294 1.83205 5.13840
O 8.37044 0.81109 6.95769
O -4.26150 -2.54901 1.69811
O 9.30236 0.23062 4.70862
O -4.11542 0.66725 -5.22311
O 3.69141 -0.34140 -0.14630
N -4.92216 2.70717 -4.38565
C 3.31054 -0.36170 1.22260
C -3.96269 1.56357 -4.35662
C 10.34803 1.46746 2.88941
C -5.51458 -1.64711 -1.09232
C 9.77745 3.57864 5.88595
C -1.59221 -3.28957 -2.96253
C 5.95241 -3.85775 -1.75642
C -5.37027 2.27212 4.07724
C -6.49420 -3.56021 -2.73779
C -7.86402 1.83978 -7.09838
C -3.14440 -2.97738 -2.55816
C 6.12453 -2.98755 -0.52471
C -5.44059 0.96848 -1.42773
C -6.19836 2.36853 -5.03204
C -3.53256 -1.43242 -2.95900
C 4.39112 -0.96603 2.10152
C -6.46728 2.20607 -6.54510
C 3.22913 -1.49248 -3.52822
C -9.06723 1.61930 -6.14932
C -2.84625 0.93857 -1.91270
C 7.14891 0.42772 7.58446
C -7.44987 2.19053 -4.09601
C -8.86470 1.81942 -4.62917
C -2.77514 1.63117 -3.32400
C 2.13293 -0.44564 -3.63966
C -3.12433 -0.76410 0.08615
C -4.86682 2.41686 0.78730
C -5.61466 3.22715 1.95933
C 6.82575 -1.03708 7.32629
C 8.77186 4.06606 6.91316
C 9.49585 0.28021 3.30215
C -6.50322 -1.98740 -2.35339
C -5.90721 1.43646 0.05225
B -3.90355 -1.14711 1.43534
H -3.88911 1.92609 1.10490
H -6.32207 -1.30298 -3.24974
H 4.14310 -0.84702 3.15909
H -5.87609 -3.75999 -3.68920
H -4.24103 -1.49977 -3.84543
H -6.21686 -4.23627 -1.86426
H -3.16688 -3.13818 -1.41410
H 7.18688 -2.80724 -0.34466
H -5.11448 1.97514 -1.90325
H 1.70418 -0.18248 -2.67180
H 6.31778 -3.34392 -2.64823
H -2.53999 2.75593 -3.16222
H -4.28103 2.60851 3.99711
H -6.42839 0.72397 -1.98128
H 5.79317 -1.25842 7.60367
H 4.50000 -2.03643 1.90068
H -1.80494 0.46989 -1.70255
H -4.47234 3.49938 -4.87873
H 7.26610 0.58728 8.65993
H 10.60211 1.41210 1.82788
H 7.75264 3.76321 6.64843
H 5.35927 -0.49812 1.91009
H 6.33140 1.08017 7.26399
H -10.08226 1.31665 -6.55829
H 2.36749 -0.90490 1.33908
H 5.71807 -3.49281 0.35707
H -5.17748 -2.67843 -0.73326
H 3.13686 0.67438 1.52325
H -5.23740 -2.62477 1.61232
H 6.49371 -4.79952 -1.63961
H -2.30926 -1.57446 -0.06638
H 7.48880 -1.67568 7.91760
H 11.27042 1.50919 3.47301
H -5.00065 -0.59737 3.03844
H -1.45751 -3.35791 -4.10244
H -6.47569 3.83710 1.48450
H -5.57071 2.36573 -7.25062
H 8.52715 0.30298 2.79317
H -7.35012 2.33722 -2.97414
H -2.51632 0.19149 0.33518
H -1.04413 -4.24417 -1.32337
H -9.70354 1.68333 -3.85195
H -7.98724 1.70933 -8.21906
H -6.27948 -1.28911 -0.29576
H -2.52694 -1.06834 -3.40725
H 10.00094 -0.64509 3.01457
H 10.77588 3.93730 6.14661
H -4.92049 3.99311 2.44965
H 3.81266 -1.51020 -4.45289
H -3.75513 -3.74663 -3.13419
H -2.94191 1.77194 -1.11089
H -6.22431 0.59666 0.74640
H 1.33228 -0.80007 -4.29237
H -6.85817 2.07615 -0.12406
H -7.57851 -3.83646 -3.02753
H 8.78965 5.15637 6.98027
H 2.53637 0.48237 -4.05598
H 6.97541 -1.32346 6.28467
H 9.81227 2.40678 3.05714
H 8.98734 3.64401 7.89714
H -1.83353 1.23754 -3.87267
H 9.52974 3.97279 4.89525
H -4.57807 3.21676 -0.00206
H 2.80539 -2.49430 -3.41214
H 4.89754 -4.09707 -1.93145
H -0.99510 -2.38509 -2.58146
```

Results
- calculated total energy (hartree) = -3553.588275
- HOMO-LUMO gap (eV) = 6.54
- SMILES string = C[C@@H](F)CP(CCCO)(CCCCOC=O)(CCC(=O)Nc1ccccc1)CB(O)O.CCOP(=O)(OCC)OCC.CCOP(=O)(OCC)OCC
- LUMO level (eV) = -1.85
- HOMO (eV) = -8.394
- total charge = 0


DFT (ωB97M-V/def2-TZVPD) results for a cluster of 7 separate species, C33H66BINO23 in total.

```
125
C33H66BINO23, DFT ωB97M-V/def2-TZVPD
I -2.49743 -0.22508 -3.85649
O -9.41902 -3.68709 -1.37443
O 7.98937 7.31966 3.54074
O 1.37165 0.80469 -0.23731
O -0.00740 0.95846 -2.34493
O 6.71495 6.25737 5.09243
O 6.41767 -9.59323 0.45274
O -14.38789 -5.54798 -4.26880
O 5.72168 -8.62030 -1.48047
O -7.79141 -5.16505 -0.80038
O -15.56220 -4.48369 -5.89780
O 1.28159 -0.91872 -1.80762
O 4.92471 3.33488 0.82808
O -15.40722 -3.54537 -3.94395
O -9.58401 -5.91754 -1.77210
O -2.58958 -1.08970 -0.55847
O 6.07781 5.14103 0.07506
O 3.88886 13.26853 4.78693
O 5.55213 12.12136 3.98789
O 3.96011 5.36720 0.51632
O 8.51134 7.53431 5.64162
O 5.20321 -7.67499 0.40523
O 5.66652 12.85033 6.13736
O -4.63535 -1.91895 -1.08474
N 0.74648 -2.13239 -3.86967
C 2.80136 -3.43189 -2.94959
C -15.00281 -3.60743 -2.57675
C -8.97113 -4.80722 -1.32738
C 7.64801 6.95851 4.78737
C 8.19956 7.30913 7.01514
C 5.17268 -7.70650 1.83084
C -7.54890 -3.69436 1.12372
C 3.00549 -3.33072 -0.26176
C -16.20380 -6.75218 -6.49843
C 2.70501 4.85063 0.98453
C -1.26929 -1.67830 -0.37119
C 5.84666 -8.71396 -0.14746
C 6.82667 11.48140 4.13361
C 5.46184 -10.93003 -2.19707
C 2.83103 -4.25695 -1.56004
C -10.90018 -5.68811 -2.27074
C -0.44032 -0.14627 -3.14867
C 3.24667 13.89508 5.89551
C 0.23610 -1.54449 -2.59066
C 4.97679 4.49269 0.49883
C 1.34772 -3.48253 -3.67583
C -0.72298 -2.44580 -1.66067
C 2.69323 4.73938 2.49738
C -15.04470 -4.61634 -4.66650
C 7.26118 4.34553 0.10398
C 5.84918 7.60744 2.41273
C 6.70000 10.17923 4.90049
C -3.62177 -2.01935 -0.34097
C 5.09863 12.76233 5.07529
C 6.32158 -9.68061 -2.23308
C -15.30283 -5.56863 -6.79667
C -7.01403 -4.09767 -0.23737
C 7.14199 6.81893 2.49462
B 1.28792 0.56274 -1.72111
H 3.88967 14.64978 6.35246
H 7.29132 7.85285 7.28430
H 0.65357 -4.25427 -3.19148
H -15.51251 -5.19820 -7.80260
H 5.95109 9.53254 4.43760
H 7.54719 12.15764 4.60206
H 5.25226 7.28181 1.55918
H -7.61764 -4.56455 1.78261
H -15.57446 -4.37763 -2.05441
H 2.17110 -2.57023 -0.10822
H 5.87725 -11.70356 -2.84641
H -6.90099 -2.94753 1.58692
H 7.33731 -9.87878 -1.87960
H -17.25279 -6.44455 -6.49529
H -10.90615 -4.90443 -3.03070
H 4.00597 -2.79173 -0.32825
H 4.52621 -8.51831 2.17118
H 5.25063 7.48162 3.31790
H -0.58018 -0.86623 0.03088
H 4.44247 -10.70355 -2.52021
H -15.22146 -2.64231 -2.11895
H -16.06624 -7.53940 -7.24253
H 2.34610 14.38690 5.52638
H 6.05743 8.67635 2.31504
H 7.55455 4.15140 1.13800
H -11.57001 -5.43067 -1.44719
H 0.19512 0.00599 -4.10230
H 9.02558 7.69510 7.61357
H 4.75426 -6.76104 2.17730
H 6.17609 -7.81334 2.24741
H 3.16461 -2.34981 -2.79809
H 8.08735 6.24427 7.22746
H 6.40232 -9.32608 -3.26306
H 7.65543 9.65346 4.92814
H 1.70760 4.43422 2.85393
H -8.55437 -3.27496 1.04570
H -3.64010 -2.81331 0.47544
H -14.24612 -5.84846 -6.76984
H 2.24230 1.15776 -2.12639
H 2.95719 5.69713 2.95517
H -6.97026 -3.24765 -0.92213
H -13.93141 -3.79679 -2.48759
H 7.12289 3.40853 -0.43857
H -15.99278 -7.17179 -5.51253
H 3.42559 4.00818 2.84633
H 8.05707 4.91146 -0.38223
H 2.19550 0.35075 0.02980
H 7.69567 6.93549 1.56046
H 6.37536 10.35499 5.92879
H 7.18939 11.27323 3.12439
H -1.37700 -2.47355 0.46336
H 2.97720 -4.03306 0.64801
H 2.95506 13.14202 6.63070
H -1.56686 -2.95569 -2.25501
H -5.99533 -4.47533 -0.12847
H 1.56521 -3.89021 -4.73572
H 5.39203 -11.33346 -1.18465
H 6.95540 5.75009 2.62772
H 3.57341 -3.89872 -3.67032
H -11.25272 -6.61320 -2.72781
H 2.47750 3.89326 0.50686
H -0.06158 -3.31651 -1.28482
H 3.76685 -4.93194 -1.60170
H 1.93635 5.55908 0.66792
H 1.93685 -4.96121 -1.43905
H -0.09140 -2.26523 -4.45619
```

Results
- calculated total energy (hartree) = -3404.959452
- HOMO-LUMO gap (eV) = 6.90
- LUMO level (eV) = 1.82
- HOMO (eV) = -5.076
- total charge = -1


DFT (ωB97M-V/def2-TZVPD) results for a structure of composition C33H66BaN2O7.

```
109
C33H66BaN2O7, DFT ωB97M-V/def2-TZVPD
Ba 9.65581 -21.12533 22.78707
O 11.27485 -20.70271 25.16737
O 7.35296 -22.56972 22.98852
O 8.55563 -18.79141 21.74683
O 9.36566 -23.10553 20.80612
O 11.99882 -21.47404 21.41146
O 10.52596 -23.49627 24.06410
O 8.55987 -19.93043 25.01578
N 12.88703 -20.81964 20.55773
N 7.33993 -18.47601 21.13106
C 4.66460 -18.38205 20.06694
C 12.02100 -21.17452 25.99396
C 7.33633 -18.74993 26.66540
C 12.38246 -24.39820 22.93102
C 11.83574 -18.65034 20.91768
C 6.78729 -17.10908 23.01337
C 13.16223 -22.89722 19.33582
C 13.43077 -21.56388 25.63885
C 5.88617 -18.64599 19.20483
C 11.13694 -24.49924 23.75917
C 6.33262 -23.21076 23.05013
C 11.52966 -21.49064 27.38487
C 9.09079 -23.58099 19.73058
C 10.63903 -25.86572 24.15165
C 5.67397 -23.80004 21.83515
C 8.50258 -24.96545 19.62351
C 14.03579 -18.78515 19.86706
C 14.81734 -22.28309 21.07887
C 14.70851 -20.99571 18.92885
C 5.81182 -19.40556 22.91378
C 8.25447 -19.27176 19.05812
C 7.05262 -19.27446 19.97103
C 13.86798 -21.70966 19.99078
C 7.92900 -19.99171 26.04755
C 5.62927 -23.41916 24.36777
C 15.20174 -19.65661 19.46532
C 9.36626 -22.81375 18.47162
C 13.14853 -19.46147 20.92499
C 7.64667 -21.31055 26.73510
C 6.29780 -18.20836 22.09601
C 13.80303 -19.26489 22.32772
C 5.12013 -17.59968 21.31186
C 6.66365 -20.74009 20.24594
H 4.67747 -23.92128 24.18884
H 15.89796 -19.81245 20.29460
H 6.60255 -21.32132 27.04687
H 10.77135 -22.27441 27.30797
H 5.70264 -19.22149 18.28825
H 7.87619 -22.13822 26.06709
H 8.08551 -19.88418 18.17340
H 7.45686 -24.89992 19.94142
H 6.60594 -20.14935 23.01797
H 13.24839 -18.56207 22.94845
H 11.06513 -20.63756 27.87971
H 8.56456 -25.40836 18.63434
H 12.91313 -23.64011 20.10057
H 9.14855 -19.54802 19.62626
H 6.75209 -21.35692 19.33767
H 7.62093 -17.49189 23.61771
H 15.36448 -21.53031 21.64131
H 5.35286 -16.58888 20.96865
H 11.20596 -18.90058 20.06738
H 13.53830 -22.64842 25.62616
H 10.01342 -21.96965 18.69499
H 10.84803 -26.58640 23.36691
H 14.07755 -20.83291 18.05143
H 4.26186 -17.50124 21.99220
H 5.01027 -19.95810 22.41330
H 12.04134 -17.58090 20.98882
H 13.02558 -25.27169 23.04008
H 8.27187 -21.40585 27.62599
H 5.49200 -19.12572 23.92213
H 11.16732 -26.13719 25.07200
H 5.60954 -20.87761 20.50633
H 7.29862 -17.96090 25.91633
H 3.95093 -17.72155 19.56806
H 7.19028 -16.28098 22.43573
H 12.32840 -21.85622 28.03078
H 9.79812 -23.44049 17.69200
H 13.89961 -20.20495 22.87279
H 5.93173 -24.86310 21.78377
H 6.33225 -18.95497 27.03284
H 8.96442 -25.63091 20.35537
H 8.40860 -22.43110 18.09708
H 15.47998 -23.03356 20.62609
H 8.52946 -18.26053 18.73470
H 5.99798 -23.30339 20.92398
H 14.22099 -22.85568 21.79372
H 5.45077 -22.46096 24.84997
H 14.83111 -18.90285 22.21048
H 14.14078 -21.09825 26.32474
H 15.78430 -19.13085 18.69643
H 13.64146 -21.17710 24.64186
H 12.85791 -23.45091 23.17549
H 4.59214 -23.74046 21.93809
H 12.09434 -24.35345 21.87686
H 15.60519 -21.57221 18.69183
H 6.19539 -17.67298 18.79932
H 13.76666 -23.37203 18.56387
H 6.02930 -16.78892 23.73427
H 7.25797 -21.19817 21.03219
H 12.19341 -22.58277 18.95276
H 9.58666 -25.79791 24.41972
H 7.97515 -18.39141 27.47576
H 13.42483 -18.54665 18.99154
H 11.23412 -18.86128 21.80846
H 14.41745 -17.83555 20.25242
H 4.12642 -19.28089 20.38648
H 6.18770 -24.08009 25.03185
```

Results
- calculated total energy (hartree) = -1958.634563
- HOMO-LUMO gap (eV) = 4.80
- energy above the lowest of the compared OMol25 structures with the same formula, charge and spin (kcal per mole) = 13.3
- LUMO level (eV) = -0.14
- HOMO (eV) = -4.942
- total charge = 0